# 1
A structure of composition C29H25N3O10PbS at a distorted geometry, computed with ωB97M-V/def2-TZVPD.

The geometry in ORCA input format:
```
! wB97M-V def2-TZVPD RIJCOSX def2/J DEFGRID3
* xyz 0 1
Pb 1.410 -0.095 1.036
O 1.025 3.049 0.060
C -1.199 3.601 -0.702
C -1.746 4.521 -1.594
C -3.056 4.926 -1.495
C -3.834 4.391 -0.484
C -3.293 3.475 0.385
C -1.957 3.015 0.340
C -1.697 2.107 1.470
N -0.829 1.201 1.784
N -1.028 0.744 3.040
C -0.525 -0.450 3.316
O -0.118 -1.276 2.440
C -0.464 -0.832 4.749
C -0.723 0.082 5.767
C -0.513 -0.277 7.088
C -0.059 -1.551 7.403
C 0.170 -2.474 6.392
C -0.027 -2.115 5.070
H -1.095 4.934 -2.352
H -3.449 5.671 -2.171
H -4.861 4.707 -0.359
H -3.918 3.069 1.169
H -2.468 2.228 2.232
H -1.072 1.068 5.494
H -0.699 0.436 7.880
H 0.115 -1.828 8.435
H 0.510 -3.472 6.636
H 0.163 -2.810 4.265
O 2.744 -2.161 1.666
C 2.938 -3.137 0.951
C 2.624 -3.343 -0.447
C 3.317 -4.391 -1.059
C 3.122 -4.713 -2.380
C 2.153 -4.026 -3.133
C 1.450 -3.011 -2.561
C 1.664 -2.582 -1.210
O 0.973 -1.601 -0.783
N 3.901 -5.758 -2.993
O 3.653 -6.053 -4.151
O 4.776 -6.291 -2.328
H 3.448 -4.005 1.409
H 4.050 -4.955 -0.495
H 1.994 -4.321 -4.160
H 0.704 -2.464 -3.125
C 4.633 1.547 0.931
O 3.486 1.640 1.769
H 5.310 2.386 1.107
H 4.363 1.513 -0.127
H 5.143 0.621 1.192
H 2.917 2.351 1.434
C -4.207 -0.761 -4.074
C -3.040 0.093 -3.679
C -2.491 1.017 -4.564
C -1.410 1.796 -4.191
C -0.878 1.634 -2.921
C -1.404 0.729 -2.013
C -2.488 -0.031 -2.402
S 0.552 2.612 -2.563
O 0.185 3.471 -0.988
O 0.625 3.707 -3.470
O 1.735 1.870 -2.301
H -4.503 -0.583 -5.106
H -5.061 -0.548 -3.430
H -3.958 -1.815 -3.952
H -2.915 1.136 -5.553
H -0.973 2.519 -4.865
H -0.979 0.601 -1.027
H -2.916 -0.737 -1.702
*
```

The calculation puts the LUMO energy at -0.6 eV.

***

# 2
A structure of composition C29H25N6O5Pt, computed with ωB97M-V/def2-TZVPD.

The geometry in ORCA input format:
```
! wB97M-V def2-TZVPD RIJCOSX def2/J DEFGRID3
* xyz 1 1
Pt -0.258 -0.153 -0.353
C 4.155 2.940 0.852
C 3.710 1.712 1.323
C 2.420 1.286 1.051
C 1.588 2.128 0.326
C 2.009 3.369 -0.137
C 3.308 3.766 0.121
N 0.247 1.694 0.085
N -0.637 2.580 0.147
C -1.922 2.070 -0.059
C -3.028 2.894 -0.004
C -4.278 2.320 -0.174
C -4.375 0.953 -0.389
C -3.223 0.186 -0.433
N -2.022 0.743 -0.272
H 5.168 3.259 1.058
H 4.368 1.083 1.906
H 2.049 0.337 1.415
H 1.326 3.998 -0.692
H 3.660 4.722 -0.240
H -2.889 3.950 0.177
H -5.168 2.932 -0.134
H -5.334 0.473 -0.518
H -3.231 -0.881 -0.601
O -0.994 -1.938 -1.002
C -0.626 -3.106 -0.664
C 0.115 -3.557 0.422
C 0.578 -4.898 0.316
C 1.405 -5.411 1.254
C 1.792 -4.651 2.399
C 1.336 -3.390 2.562
C 0.457 -2.752 1.595
O 0.007 -1.610 1.788
N 1.920 -6.767 1.086
O 2.635 -7.207 1.965
O 1.609 -7.375 0.077
H -0.933 -3.878 -1.378
H 0.300 -5.506 -0.536
H 2.446 -5.112 3.125
H 1.603 -2.803 3.430
C 2.754 -1.836 -5.027
N 2.323 -2.217 -3.689
N 1.839 -1.232 -2.846
C 2.048 -1.606 -1.556
O 1.621 -0.965 -0.543
C 2.783 -2.816 -1.593
C 2.952 -3.140 -2.910
C 3.684 -4.284 -3.514
C 1.004 -0.170 -3.304
C -0.221 -0.452 -3.890
C -1.037 0.599 -4.278
C -0.633 1.911 -4.063
C 0.594 2.178 -3.472
C 1.426 1.134 -3.096
H 1.976 -1.244 -5.501
H 2.898 -2.744 -5.606
H 3.683 -1.264 -4.997
H 3.088 -3.384 -0.731
H 3.966 -4.989 -2.736
H 4.593 -3.945 -4.015
H 3.067 -4.806 -4.246
H -0.532 -1.481 -4.019
H -1.992 0.393 -4.744
H -1.275 2.727 -4.367
H 0.913 3.201 -3.318
H 2.385 1.320 -2.630
*
```

The calculation puts the LUMO energy at -4.5 eV.

***

# 3
A structure of composition C29H25N9O3TaTe4 at a distorted geometry, computed with ωB97M-V/def2-TZVPD.

The geometry in ORCA input format:
```
! wB97M-V def2-TZVPD RIJCOSX def2/J DEFGRID3
* xyz 1 1
Ta -1.624 0.517 1.939
O -3.471 -1.272 -1.375
C -2.398 -1.042 -0.887
N -2.288 -0.670 0.473
C -3.238 -1.216 1.399
C -4.649 -1.150 1.267
C -5.446 -1.601 2.278
C -4.881 -2.095 3.472
C -3.526 -2.135 3.634
C -2.678 -1.711 2.589
N -1.255 -1.759 2.745
C -0.760 -0.969 3.686
O -1.436 0.131 4.026
C 0.618 -1.140 4.205
C 1.064 -2.390 4.598
C 2.344 -2.485 5.126
C 3.111 -1.338 5.218
C 2.570 -0.133 4.777
N 1.343 -0.023 4.284
C -1.145 -1.354 -1.661
C -1.249 -1.413 -3.049
C -0.197 -1.943 -3.766
C 0.909 -2.413 -3.070
C 0.921 -2.290 -1.693
N -0.078 -1.759 -0.984
H -5.067 -0.754 0.353
H -6.521 -1.558 2.166
H -5.524 -2.431 4.274
H -3.081 -2.500 4.550
H 0.423 -3.254 4.490
H 2.731 -3.438 5.462
H 4.110 -1.364 5.631
H 3.145 0.785 4.835
H -2.155 -1.068 -3.528
H -0.238 -1.998 -4.846
H 1.747 -2.866 -3.583
H 1.766 -2.669 -1.126
Te -3.679 2.267 2.216
Te -4.823 3.082 0.038
Te -1.324 4.864 -0.268
Te -0.892 3.069 1.545
N -1.823 2.651 -3.919
C -2.044 2.282 -2.624
N -1.048 1.649 -2.079
C -0.088 1.582 -3.085
C 1.183 1.011 -3.089
C 1.946 1.102 -4.237
C 1.465 1.753 -5.383
C 0.204 2.319 -5.406
C -0.552 2.220 -4.243
H -2.450 3.185 -4.493
H -2.969 2.516 -2.119
H 1.532 0.464 -2.223
H 2.928 0.646 -4.268
H 2.086 1.805 -6.267
H -0.172 2.815 -6.292
C 4.786 0.650 -0.530
N 3.400 0.791 -0.124
C 2.621 -0.181 0.633
C 1.324 0.573 0.744
O 0.330 0.069 1.347
N 1.363 1.755 0.172
C 2.626 1.856 -0.329
N 2.999 2.944 -0.978
H 5.166 -0.292 -0.146
H 5.396 1.456 -0.120
H 4.874 0.638 -1.618
H 3.049 -0.387 1.616
H 2.470 -1.116 0.094
H 2.302 3.662 -1.111
H 3.918 3.069 -1.362
*
```

The calculation puts the LUMO energy at -3.8 eV.

***

# 4
A structure of composition C29H26BBrIN8O2Zr at a distorted geometry, computed with ωB97M-V/def2-TZVPD.

The geometry in ORCA input format:
```
! wB97M-V def2-TZVPD RIJCOSX def2/J DEFGRID3
* xyz 1 1
Zr 9.243 10.684 12.084
C 5.594 9.644 14.450
C 6.432 9.525 13.374
N 7.605 10.136 13.593
N 7.565 10.663 14.847
C 6.339 10.370 15.353
B 8.767 11.449 15.453
N 10.057 10.584 15.312
C 10.876 9.993 16.200
C 11.962 9.487 15.538
C 11.747 9.791 14.195
N 10.594 10.432 14.070
N 9.008 12.742 14.639
C 9.118 14.009 15.082
C 9.290 14.836 13.982
C 9.235 13.974 12.888
N 9.047 12.722 13.282
H 4.588 9.260 14.600
H 6.220 9.008 12.445
H 6.033 10.625 16.362
H 8.554 11.745 16.583
H 10.614 10.005 17.247
H 12.788 8.952 15.932
H 12.352 9.570 13.347
H 9.045 14.267 16.118
H 9.330 15.910 13.990
H 9.283 14.196 11.842
C 13.278 11.949 9.906
C 12.381 11.096 9.037
N 12.681 10.970 7.764
C 11.956 10.133 7.010
C 10.953 9.332 7.483
C 10.384 8.309 6.534
O 10.707 6.973 6.833
C 10.590 9.511 8.821
C 9.504 8.710 9.373
N 8.892 8.873 10.501
C 7.871 7.892 10.756
C 6.873 7.773 9.790
C 5.879 6.841 10.003
C 5.909 6.051 11.142
C 6.928 6.158 12.108
C 7.882 7.125 11.920
I 9.549 7.372 13.143
C 11.290 10.417 9.606
O 10.821 10.709 10.818
H 14.218 12.099 9.375
H 13.485 11.510 10.870
H 12.884 12.938 10.117
H 12.283 10.067 5.980
H 10.725 8.535 5.498
H 9.279 8.345 6.460
H 11.654 6.854 6.732
H 9.229 7.826 8.786
H 6.880 8.441 8.931
H 5.105 6.757 9.282
H 5.158 5.302 11.268
H 6.931 5.515 12.972
Br 6.382 15.387 7.882
C 7.033 14.059 9.063
C 8.113 13.313 8.673
C 8.560 12.285 9.507
C 7.972 11.991 10.760
C 6.894 12.838 11.117
C 6.423 13.850 10.292
H 8.544 13.508 7.692
H 9.377 11.707 9.105
H 6.342 12.710 12.059
H 5.550 14.426 10.576
*
```

The calculation puts the LUMO energy at -3.7 eV.

***

# 5
A structure of composition C29H26BF2GdGeN7O4 at a distorted geometry, computed with ωB97M-V/def2-TZVPD.

The geometry in ORCA input format:
```
! wB97M-V def2-TZVPD RIJCOSX def2/J DEFGRID3
* xyz 1 8
Gd -0.785 -0.759 -1.117
C -4.372 -0.294 -3.803
C -3.202 0.397 -3.471
N -2.248 -0.444 -3.116
N -2.761 -1.742 -3.255
C -4.047 -1.645 -3.680
B -1.749 -2.958 -3.072
N -1.658 -3.490 -1.526
C -2.329 -4.502 -0.910
C -1.668 -4.825 0.267
C -0.544 -3.965 0.305
N -0.552 -3.129 -0.721
N -0.311 -2.667 -3.666
C 0.377 -3.074 -4.762
C 1.604 -2.395 -4.805
C 1.579 -1.548 -3.689
N 0.473 -1.710 -3.007
H -5.306 0.137 -4.154
H -3.049 1.470 -3.551
H -4.648 -2.509 -3.906
H -2.230 -3.855 -3.685
H -3.187 -4.982 -1.363
H -1.913 -5.618 0.971
H 0.255 -3.975 1.039
H -0.007 -3.805 -5.472
H 2.438 -2.479 -5.514
H 2.359 -0.869 -3.360
O 0.616 -0.264 0.737
C 1.397 0.305 -0.120
O 0.956 0.641 -1.289
C 2.801 0.559 0.206
C 3.694 1.070 -0.791
C 5.020 1.290 -0.485
C 5.360 0.935 0.836
C 4.545 0.439 1.880
C 3.234 0.218 1.534
N 6.740 1.150 1.174
O 7.032 0.897 2.332
O 7.439 1.521 0.261
H 3.255 1.301 -1.765
H 5.775 1.684 -1.174
H 4.981 0.221 2.866
H 2.456 -0.183 2.180
Ge -1.886 1.616 1.544
C -0.430 2.763 0.876
C -0.619 3.461 -0.322
C 0.332 4.369 -0.791
C 1.520 4.565 -0.097
C 1.752 3.854 1.085
C 0.775 3.001 1.603
C -1.539 1.225 3.423
C -2.178 2.105 4.274
C -2.382 1.758 5.624
C -1.895 0.563 6.119
C -1.244 -0.333 5.262
C -1.063 -0.007 3.921
H -3.237 2.372 1.352
H -1.542 3.328 -0.904
H 0.170 4.919 -1.702
H 2.261 5.294 -0.438
H 2.704 3.999 1.621
H 0.938 2.509 2.548
H -2.550 3.075 3.961
H -2.918 2.454 6.265
H -1.988 0.328 7.173
H -0.901 -1.284 5.657
H -0.514 -0.679 3.264
F -3.024 -0.193 -0.448
C -2.732 -0.050 1.046
F -1.935 -1.295 1.230
H -3.694 -0.266 1.495
*
```

The expectation value of S² is 16.0209. The calculation puts the LUMO energy (spin up / spin down) at -3.5 / -6.9 eV.

***

# 6
A structure of composition C29H26CeF4N3S4 at a distorted geometry, computed with ωB97M-V/def2-TZVPD.

The geometry in ORCA input format:
```
! wB97M-V def2-TZVPD RIJCOSX def2/J DEFGRID3
* xyz 0 2
Ce 8.937 10.697 12.802
S 7.979 8.121 13.691
C 7.247 7.729 12.161
C 5.929 7.179 12.223
C 5.280 6.958 10.991
C 5.851 7.329 9.746
C 7.119 7.808 9.711
C 7.860 7.962 10.879
S 9.399 8.773 10.676
C 10.580 7.648 11.490
C 11.684 8.412 12.173
C 13.018 8.022 11.946
C 13.983 8.605 12.664
C 13.629 9.505 13.674
C 12.306 9.869 13.876
C 11.943 10.800 14.969
S 10.246 10.430 15.604
C 10.017 12.004 16.472
C 10.044 11.983 17.895
C 9.801 13.077 18.666
C 9.514 14.280 17.977
C 9.492 14.294 16.602
C 9.767 13.188 15.753
S 9.675 13.261 14.044
N 11.369 9.323 13.090
H 5.561 6.870 13.179
H 4.321 6.412 10.948
H 5.466 7.119 8.708
H 7.592 8.051 8.691
H 10.970 6.916 10.715
H 9.999 7.071 12.191
H 13.217 7.319 11.145
H 15.002 8.351 12.450
H 14.472 9.842 14.332
H 11.848 11.846 14.605
H 12.548 10.764 15.864
H 10.308 10.982 18.320
H 9.893 13.044 19.779
H 9.343 15.253 18.459
H 9.373 15.281 16.124
C 6.419 11.846 14.611
N 6.555 11.606 13.168
C 5.378 10.766 12.738
C 6.556 12.812 12.285
C 6.957 12.531 10.860
N 8.287 11.946 10.792
C 9.007 12.147 9.685
C 10.378 11.932 9.840
F 10.754 11.709 11.147
C 11.317 12.135 8.877
F 12.657 11.967 9.133
C 10.858 12.615 7.654
C 9.506 12.833 7.427
F 9.119 13.140 6.158
C 8.571 12.585 8.381
F 7.273 12.860 8.180
H 5.476 12.370 14.839
H 7.249 12.508 14.970
H 6.380 10.853 15.046
H 4.498 11.451 12.688
H 4.993 10.031 13.400
H 5.596 10.337 11.720
H 7.244 13.523 12.809
H 5.565 13.219 12.263
H 6.879 13.480 10.324
H 6.210 11.981 10.371
H 11.558 12.817 6.833
*
```

The expectation value of S² is 0.7508. The calculation puts the LUMO energy (spin up / spin down) at 0.0 / 0.0 eV.

***

# 7
A structure of composition C29H26CoN4O7, computed with ωB97M-V/def2-TZVPD.

The geometry in ORCA input format:
```
! wB97M-V def2-TZVPD RIJCOSX def2/J DEFGRID3
* xyz 0 2
Co 1.008 1.734 0.128
O -1.821 3.620 2.761
C -0.880 3.004 2.044
O -0.109 2.208 2.524
C -0.800 3.332 0.580
C -1.999 4.295 -1.590
C -0.823 4.837 -2.314
C 0.453 4.846 -1.936
C 1.034 4.120 -0.823
N 0.561 3.631 0.268
C 2.485 3.686 -1.085
O 3.352 4.538 -1.220
O 2.569 2.418 -1.158
H -1.764 3.265 3.661
H -2.698 3.871 -2.318
H -1.066 5.316 -3.258
H 1.190 5.309 -2.580
C 0.523 -6.033 1.305
O 0.363 -4.728 0.774
C -0.620 -4.540 -0.146
C -1.494 -5.519 -0.587
C -2.455 -5.212 -1.549
C -2.522 -3.939 -2.081
C -1.635 -2.957 -1.650
C -0.700 -3.237 -0.664
N 0.219 -2.299 -0.169
C 0.096 -0.928 -0.137
N -1.175 -0.477 -0.064
C -1.737 0.811 0.210
C -1.034 2.001 -0.310
C -1.896 3.306 -0.427
C -3.251 3.178 0.161
C -3.699 2.090 0.776
C -2.953 0.856 0.806
O -3.703 -0.120 1.426
C -3.505 -1.514 1.326
N 1.125 -0.147 -0.095
C 2.473 -0.585 -0.129
C 3.001 -1.620 -0.885
C 4.368 -1.885 -0.849
C 5.207 -1.105 -0.077
C 4.699 -0.036 0.655
C 3.346 0.220 0.618
O 2.734 1.263 1.275
C 3.565 2.356 1.691
H 1.356 -5.976 2.000
H 0.754 -6.753 0.518
H -0.373 -6.353 1.840
H -1.440 -6.521 -0.187
H -3.137 -5.982 -1.882
H -3.251 -3.702 -2.845
H -1.664 -1.969 -2.091
H 1.106 -2.666 0.138
H -1.833 -1.231 -0.024
H -2.515 5.174 -1.183
H -3.893 4.047 0.077
H -4.685 2.067 1.223
H -4.299 -1.963 1.917
H -2.545 -1.830 1.741
H -3.618 -1.878 0.298
H 2.361 -2.192 -1.542
H 4.771 -2.691 -1.446
H 6.270 -1.305 -0.058
H 5.365 0.599 1.222
H 2.882 3.132 2.024
H 4.156 2.719 0.851
H 4.201 2.044 2.519
*
```

The expectation value of S² is 0.8476. The calculation puts the LUMO energy (spin up / spin down) at 0.1 / 0.3 eV.